DFT (ωB97M-V/def2-TZVPD) results for an isolated molecule of C3H4N2OS2 in a non-equilibrium geometry.

Structure (XYZ):
```
12
Properties=species:S:1:pos:R:3:nbo_charge:R:1
S 3.110 -0.700 -0.092 0.172
S -1.779 -1.598 -0.259 0.038
O 0.785 1.146 -0.263 -0.369
N -0.454 1.844 -0.239 -0.067
N 1.479 -1.021 0.404 -0.576
C -1.320 1.019 0.178 0.037
C 0.635 -0.097 0.244 0.506
C -0.834 -0.327 0.601 -0.480
H 2.836 0.226 -0.998 0.101
H -1.307 -1.318 -1.496 0.133
H -0.815 -0.589 1.623 0.275
H -2.339 1.415 0.297 0.229
```

Values from the calculation:
total charge = 0
energy above the lowest of the compared OMol25 structures with the same formula, charge and spin = 66.76 kcal per mole
frontier orbital gap = 0.33494 Ha
highest occupied orbital energy = -8.85 eV
LUMO = 0.27 eV

DFT (ωB97M-V/def2-TZVPD) results for a cluster of 2 separate species, C3H4N2S in total in a non-equilibrium geometry.

Structure (XYZ):
```
10
Properties=species:S:1:pos:R:3:nbo_charge:R:1
S -3.521 0.375 -0.316 0.043
N 0.900 -0.608 -0.178 -0.273
N -1.112 0.858 0.918 -0.682
C -2.193 0.756 0.345 0.214
C 1.957 0.060 -0.134 -0.344
C -0.197 -1.025 -0.409 0.019
H -0.528 -2.010 -0.624 0.205
H -0.199 1.108 0.655 0.419
H 2.389 0.346 0.780 0.199
H 2.503 0.141 -1.039 0.200
```

Values from the calculation:
total charge = 0
energy above the lowest of the compared OMol25 structures with the same formula, charge and spin = 97.39 kcal per mole
frontier orbital gap = 0.32603 Ha
highest occupied orbital energy = -8.01 eV
LUMO = 0.86 eV

DFT (ωB97M-V/def2-TZVPD) results for an isolated molecule of C3H4N2S in a non-equilibrium geometry.

Structure (XYZ):
```
10
Properties=species:S:1:pos:R:3:nbo_charge:R:1
S 0.648 1.364 0.787 0.050
N -1.049 -0.895 1.107 -0.818
N 1.627 0.947 -2.815 -0.283
C 0.716 0.070 -0.555 -0.430
C 1.118 0.572 -1.864 0.262
C -0.666 0.120 0.283 -0.051
H -1.829 -0.669 1.697 0.395
H -1.579 0.694 -0.048 0.236
H -0.294 -1.423 1.493 0.380
H 1.309 -0.781 -0.086 0.261
```

Values from the calculation:
total charge = 0
energy above the lowest of the compared OMol25 structures with the same formula, charge and spin = 46.57 kcal per mole
frontier orbital gap = 0.36036 Ha
highest occupied orbital energy = -9.34 eV
LUMO = 0.47 eV

DFT (ωB97M-V/def2-TZVPD) results for an isolated molecule of C3H4N2S2 in a non-equilibrium geometry.

Structure (XYZ):
```
11
Properties=species:S:1:pos:R:3:nbo_charge:R:1
S 0.607 0.708 0.190 0.325
S 2.815 -0.677 -1.684 0.209
N -3.147 0.970 0.468 -0.300
N 1.185 -1.056 -1.738 -0.575
C -2.020 0.781 0.827 0.259
C 0.235 -0.509 -1.055 -0.089
C -0.668 0.321 1.167 -0.737
H 3.195 -0.345 -0.316 0.106
H -0.716 -0.759 1.462 0.275
H -0.516 0.995 2.083 0.286
H -0.969 -0.430 -1.404 0.242
```

Values from the calculation:
total charge = 0
energy above the lowest of the compared OMol25 structures with the same formula, charge and spin = 76.79 kcal per mole
frontier orbital gap = 0.33232 Ha
highest occupied orbital energy = -9.14 eV
LUMO = -0.10 eV

DFT (ωB97M-V/def2-TZVPD) results for an isolated molecule of C3H4N2S2 in a non-equilibrium geometry.

Structure (XYZ):
```
11
Properties=species:S:1:pos:R:3:nbo_charge:R:1
S -0.607 1.099 1.089 0.514
S 1.789 -0.333 -2.246 0.300
N -1.917 0.001 0.711 -0.937
N 0.386 1.937 -2.027 -0.365
C 0.544 0.845 -0.138 -0.147
C 1.348 -0.153 -0.525 -0.387
C 1.039 1.163 -2.737 -0.176
H 1.586 -0.911 0.149 0.250
H -1.565 -0.703 0.138 0.369
H -2.688 0.436 0.276 0.374
H 1.114 1.389 -3.743 0.206
```

Values from the calculation:
total charge = 0
energy above the lowest of the compared OMol25 structures with the same formula, charge and spin = 97.14 kcal per mole
frontier orbital gap (alpha / beta) = 0.30939 / 0.30955 Ha
highest occupied orbital energy (alpha / beta) = -8.30 / -8.31 eV
LUMO (alpha / beta) = 0.11 / 0.11 eV

DFT (ωB97M-V/def2-TZVPD) results for a cluster of 2 separate species, C3H4N2S2 in total in a non-equilibrium geometry.

Structure (XYZ):
```
11
Properties=species:S:1:pos:R:3:nbo_charge:R:1
S -3.287 0.159 -1.199 -0.143
S -3.954 0.215 0.710 0.051
N 0.414 -0.448 -0.343 -0.592
N 2.135 -0.675 1.097 -0.518
C 1.278 0.611 -0.502 -0.133
C 1.036 -1.161 0.597 0.456
C 2.333 0.463 0.352 -0.098
H -0.306 -0.759 -0.929 0.430
H 1.379 1.401 -1.361 0.227
H -4.300 -0.957 1.022 0.095
H 3.273 1.149 0.556 0.225
```

Values from the calculation:
total charge = 0
energy above the lowest of the compared OMol25 structures with the same formula, charge and spin = 104.05 kcal per mole
frontier orbital gap (alpha / beta) = 0.29215 / 0.24640 Ha
highest occupied orbital energy (alpha / beta) = -8.88 / -9.11 eV
LUMO (alpha / beta) = -0.93 / -2.41 eV

DFT (ωB97M-V/def2-TZVPD) results for an isolated molecule of C3H4N2S2 in a non-equilibrium geometry.

Structure (XYZ):
```
11
Properties=species:S:1:pos:R:3:nbo_charge:R:1
S -2.457 0.650 0.386 0.090
S -0.828 1.472 -0.649 0.058
N 0.252 -1.033 -0.218 -0.270
N -0.863 -1.687 -0.305 -0.246
C 1.789 0.717 0.203 -0.658
C -1.976 -1.119 0.035 -0.051
C 0.456 0.212 -0.216 0.183
H 1.893 0.954 1.155 0.232
H 2.170 1.515 -0.326 0.221
H 2.474 -0.017 0.003 0.237
H -2.911 -1.664 -0.070 0.203
```

Values from the calculation:
total charge = 0
energy above the lowest of the compared OMol25 structures with the same formula, charge and spin = 66.68 kcal per mole
frontier orbital gap = 0.29954 Ha
highest occupied orbital energy = -8.62 eV
LUMO = -0.47 eV

DFT (ωB97M-V/def2-TZVPD) results for a cluster of 2 separate species, C3H4N2S2 in total in a non-equilibrium geometry.

Structure (XYZ):
```
11
Properties=species:S:1:pos:R:3:nbo_charge:R:1
S -0.784 0.467 3.014 0.318
S 1.647 1.038 1.083 0.327
N -0.904 -0.352 -0.049 -0.503
N -1.822 -2.139 1.367 -0.450
C 0.351 0.670 1.868 -0.393
C -1.252 -1.369 0.716 0.371
C 0.037 -0.430 -1.054 -0.425
H -0.296 0.063 -1.949 0.203
H 0.054 -1.400 -1.499 0.208
H 0.926 0.056 -0.551 0.174
H 0.045 0.623 4.294 0.170
```

Values from the calculation:
total charge = 0
energy above the lowest of the compared OMol25 structures with the same formula, charge and spin = 120.77 kcal per mole
frontier orbital gap = 0.24028 Ha
highest occupied orbital energy = -8.28 eV
LUMO = -1.74 eV

DFT (ωB97M-V/def2-TZVPD) results for an isolated molecule of C3H4N2S2 in a non-equilibrium geometry.

Structure (XYZ):
```
11
Properties=species:S:1:pos:R:3:nbo_charge:R:1
S 1.450 -1.054 -0.322 0.384
S 0.170 2.378 -1.322 0.001
N -0.865 -0.018 -0.602 -0.645
N 0.033 -2.029 -0.003 -0.560
C 1.079 0.648 0.705 -0.594
C 0.076 1.082 -0.330 0.014
C -1.012 -1.210 -0.063 0.215
H 0.656 0.203 1.848 0.260
H 2.104 1.300 0.969 0.294
H -1.728 0.365 -1.067 0.424
H -1.961 -1.665 0.188 0.206
```

Values from the calculation:
total charge = 0
energy above the lowest of the compared OMol25 structures with the same formula, charge and spin = 73.77 kcal per mole
frontier orbital gap = 0.29619 Ha
highest occupied orbital energy = -8.69 eV
LUMO = -0.63 eV

DFT (ωB97M-V/def2-TZVPD) results for an isolated molecule of C3H4N2S3 in a non-equilibrium geometry.

Structure (XYZ):
```
12
Properties=species:S:1:pos:R:3:nbo_charge:R:1
S 1.578 2.345 -0.091 0.028
S 2.554 -0.664 -0.016 0.090
S -3.003 1.012 -0.173 -0.020
N -1.334 -1.187 -0.325 -0.440
N 0.903 -0.246 0.121 -0.555
C 0.565 1.088 0.197 -0.049
C -0.003 -1.219 -0.252 0.302
C -2.100 -0.273 0.364 -0.132
H -0.394 1.200 0.160 0.193
H 0.631 -2.010 -0.583 0.207
H 2.788 0.772 -0.766 0.171
H -2.185 -0.819 1.362 0.204
```

Values from the calculation:
total charge = 0
energy above the lowest of the compared OMol25 structures with the same formula, charge and spin = 70.85 kcal per mole
frontier orbital gap = 0.29984 Ha
highest occupied orbital energy = -9.13 eV
LUMO = -0.97 eV

DFT (ωB97M-V/def2-TZVPD) results for a cluster of 2 separate species, C3H4N2S3 in total in a non-equilibrium geometry.

Structure (XYZ):
```
12
Properties=species:S:1:pos:R:3:nbo_charge:R:1
S -1.747 1.307 0.053 0.103
S -1.869 -1.822 -1.051 0.093
S -0.235 -2.281 1.433 0.111
N 1.627 1.007 0.072 0.070
N 1.630 0.513 1.077 -0.018
C -1.063 0.040 0.894 -0.390
C -1.010 -1.251 0.439 -0.368
C 1.551 1.600 -1.054 -0.484
H -0.428 0.286 1.815 0.265
H 1.705 0.983 -1.950 0.242
H 1.699 2.708 -0.982 0.241
H -1.861 -3.089 -0.747 0.134
```

Values from the calculation:
total charge = 0
energy above the lowest of the compared OMol25 structures with the same formula, charge and spin = 77.93 kcal per mole
frontier orbital gap = 0.24731 Ha
highest occupied orbital energy = -8.87 eV
LUMO = -2.14 eV

DFT (ωB97M-V/def2-TZVPD) results for the ion C3H4N3 with charge +1 in a non-equilibrium geometry.

Structure (XYZ):
```
10
Properties=species:S:1:pos:R:3:nbo_charge:R:1
N 1.263 -1.146 -1.464 -0.267
N 0.326 0.123 0.019 -0.464
N -0.089 -1.179 -1.571 -0.288
C 0.793 0.834 1.121 0.090
C 1.549 -0.335 -0.513 0.438
C -0.682 -0.429 -0.651 0.273
H 0.833 0.345 2.084 0.236
H -1.741 -0.290 -0.526 0.274
H -0.525 -1.731 -2.302 0.466
H 1.186 1.829 0.965 0.242
```

Values from the calculation:
total charge = +1
energy above the lowest of the compared OMol25 structures with the same formula, charge and spin = 67.11 kcal per mole
frontier orbital gap (alpha / beta) = 0.26632 / 0.35992 Ha
highest occupied orbital energy (alpha / beta) = -14.75 / -16.10 eV
LUMO (alpha / beta) = -7.50 / -6.31 eV

DFT (ωB97M-V/def2-TZVPD) results for the ion C3H4N3S with charge -1 in a non-equilibrium geometry.

Structure (XYZ):
```
11
Properties=species:S:1:pos:R:3:nbo_charge:R:1
S 2.730 -0.090 0.022 -0.446
N 0.163 0.386 0.021 -0.317
N -1.467 -1.262 -0.047 -0.456
N 0.352 1.803 -0.111 -0.685
C -0.649 -2.240 0.077 -0.081
C -1.182 -0.017 0.070 0.082
C 1.119 -0.517 -0.039 -0.118
H 1.373 1.896 -0.183 0.379
H 0.067 2.251 0.760 0.334
H -1.934 0.750 0.158 0.167
H -0.572 -2.961 -0.727 0.140
```

Values from the calculation:
total charge = -1
energy above the lowest of the compared OMol25 structures with the same formula, charge and spin = 105.21 kcal per mole
frontier orbital gap = 0.23047 Ha
highest occupied orbital energy = -2.40 eV
LUMO = 3.87 eV

DFT (ωB97M-V/def2-TZVPD) results for an isolated molecule of C3H4N4 in a non-equilibrium geometry.

Structure (XYZ):
```
11
Properties=species:S:1:pos:R:3:nbo_charge:R:1
N 0.357 -1.346 -0.319 -0.008
N -0.691 -0.827 0.267 -0.304
N 2.192 -0.092 0.378 -0.217
N 1.518 -0.973 -0.258 0.008
C -3.088 -0.139 0.059 -0.641
C 2.756 0.971 -0.002 -0.107
C -1.856 -0.552 0.074 0.430
H -3.330 0.878 0.315 0.243
H 2.561 1.451 -0.958 0.166
H -3.896 -0.789 -0.219 0.241
H 3.477 1.419 0.662 0.188
```

Values from the calculation:
total charge = 0
energy above the lowest of the compared OMol25 structures with the same formula, charge and spin = 151.57 kcal per mole
frontier orbital gap = 0.33530 Ha
highest occupied orbital energy = -8.51 eV
LUMO = 0.61 eV

DFT (ωB97M-V/def2-TZVPD) results for an isolated molecule of C3H4N4 in a non-equilibrium geometry.

Structure (XYZ):
```
11
Properties=species:S:1:pos:R:3:nbo_charge:R:1
N 0.056 -0.132 -0.023 -0.435
N -1.361 0.709 -1.722 -0.597
N 1.364 0.572 1.619 -0.264
N 1.378 -0.807 1.625 -0.265
C 0.584 -1.184 0.711 0.176
C -0.915 -0.240 -1.005 0.281
C 0.572 0.929 0.659 0.167
H -0.985 1.631 -1.400 0.331
H 0.378 -2.195 0.348 0.205
H -1.362 -1.251 -1.179 0.194
H 0.290 1.968 0.366 0.207
```

Values from the calculation:
total charge = 0
energy above the lowest of the compared OMol25 structures with the same formula, charge and spin = 46.20 kcal per mole
frontier orbital gap = 0.40617 Ha
highest occupied orbital energy = -10.64 eV
LUMO = 0.41 eV

DFT (ωB97M-V/def2-TZVPD) results for an isolated molecule of C3H4N4 in a non-equilibrium geometry.

Structure (XYZ):
```
11
Properties=species:S:1:pos:R:3:nbo_charge:R:1
N -1.904 -0.296 0.113 0.251
N -1.576 0.832 -0.144 -0.351
N -2.330 -1.351 0.131 -0.106
N 0.907 -0.435 0.180 -0.307
C -0.395 1.552 0.082 -0.346
C 1.584 -1.470 -0.094 -0.206
C 0.803 0.762 0.211 0.170
H 1.930 -1.542 -1.099 0.185
H -0.693 2.203 0.937 0.252
H 1.895 -2.183 0.636 0.195
H -0.220 1.928 -0.952 0.261
```

Values from the calculation:
total charge = 0
energy above the lowest of the compared OMol25 structures with the same formula, charge and spin = 146.69 kcal per mole
frontier orbital gap (alpha / beta) = 0.30385 / 0.30388 Ha
highest occupied orbital energy (alpha / beta) = -7.95 / -7.95 eV
LUMO (alpha / beta) = 0.32 / 0.32 eV

DFT (ωB97M-V/def2-TZVPD) results for an isolated molecule of C3H4N4O in a non-equilibrium geometry.

Structure (XYZ):
```
12
Properties=species:S:1:pos:R:3:nbo_charge:R:1
O 0.228 0.838 -2.122 -0.286
N -0.826 1.037 -0.212 -0.180
N 0.104 -0.221 2.637 -0.690
N -0.532 1.691 -1.287 0.110
N 0.376 -1.457 1.855 -0.208
C 0.280 -1.269 0.614 0.003
C -0.249 -0.284 -0.341 -0.095
C 0.399 -0.304 -1.547 0.168
H 0.980 -2.128 0.133 0.203
H 0.026 -0.233 3.581 0.371
H 1.101 -1.009 -2.186 0.251
H -0.358 0.457 2.141 0.352
```

Values from the calculation:
total charge = 0
energy above the lowest of the compared OMol25 structures with the same formula, charge and spin = 119.87 kcal per mole
frontier orbital gap = 0.33739 Ha
highest occupied orbital energy = -8.78 eV
LUMO = 0.40 eV

DFT (ωB97M-V/def2-TZVPD) results for a structure of composition C3H4N4O in a non-equilibrium geometry.

Structure (XYZ):
```
12
Properties=species:S:1:pos:R:3:nbo_charge:R:1
O -0.479 0.297 -1.031 -0.496
N 0.571 -0.757 1.028 -0.364
N -1.046 -2.390 1.013 -0.061
N -1.001 -1.681 -0.165 -0.367
N 0.067 -1.909 1.650 -0.027
C -0.144 -0.752 -0.172 0.600
C 0.063 1.583 -0.890 0.043
C 1.028 1.690 -0.072 -0.485
H 1.324 0.539 0.395 0.268
H 1.630 2.659 0.713 0.247
H -1.552 -1.779 -0.937 0.417
H -0.462 2.502 -1.532 0.225
```

Values from the calculation:
total charge = 0
energy above the lowest of the compared OMol25 structures with the same formula, charge and spin = 156.21 kcal per mole
frontier orbital gap = 0.37931 Ha
highest occupied orbital energy = -9.69 eV
LUMO = 0.64 eV

DFT (ωB97M-V/def2-TZVPD) results for a cluster of 2 separate species, C3H4N4O in total in a non-equilibrium geometry.

Structure (XYZ):
```
12
Properties=species:S:1:pos:R:3:nbo_charge:R:1
O -0.686 1.260 -0.055 -0.649
N 2.601 0.336 -0.158 -0.269
N 1.636 1.236 -0.185 -0.427
N -2.413 -0.238 0.233 -0.353
N 0.649 -0.659 0.151 -0.628
C -3.105 0.426 -0.349 0.103
C 0.408 0.735 0.049 0.722
C 2.016 -0.808 -0.016 0.167
H -3.708 1.284 -0.804 0.247
H 2.584 -1.688 -0.054 0.209
H 1.989 2.181 -0.127 0.415
H -0.233 -1.128 0.224 0.463
```

Values from the calculation:
total charge = 0
energy above the lowest of the compared OMol25 structures with the same formula, charge and spin = 45.48 kcal per mole
frontier orbital gap = 0.36039 Ha
highest occupied orbital energy = -8.74 eV
LUMO = 1.07 eV

DFT (ωB97M-V/def2-TZVPD) results for a cluster of 2 separate species, C3H4N4O in total in a non-equilibrium geometry.

Structure (XYZ):
```
12
Properties=species:S:1:pos:R:3:nbo_charge:R:1
O -2.955 -0.517 -0.378 -0.608
N 2.715 -0.686 -0.101 -0.629
N 0.119 1.316 0.147 -0.142
N 1.392 1.190 -0.247 -0.153
N 0.209 -0.906 0.166 -0.644
C -1.897 0.305 0.084 0.209
C -0.545 0.159 0.319 0.084
C 1.453 -0.269 -0.177 0.448
H 0.296 -1.422 1.256 0.418
H -2.290 -1.558 0.073 0.486
H -2.285 1.199 0.636 0.203
H 2.807 -1.654 -0.058 0.329
```

Values from the calculation:
total charge = 0
energy above the lowest of the compared OMol25 structures with the same formula, charge and spin = 156.91 kcal per mole
frontier orbital gap = 0.29033 Ha
highest occupied orbital energy = -8.81 eV
LUMO = -0.91 eV